{
  "formula": "C10H7NO2",
  "method": "the ωB97M-V functional and the def2-TZVPD basis",
  "largest_force_ev_per_a": 4.22,
  "homo_ev": -7.05,
  "energy_ev": -16062.9747,
  "de_lowest_kj_mol": 523.8,
  "orbital_gap_ev": 5.666,
  "lumo_ev": -1.38,
  "symbols": ["C", "C", "C", "C", "C", "C", "C", "C", "C", "C", "N", "O", "O", "H", "H", "H", "H", "H", "H", "H"],
  "positions_angstrom": [[0.374768, 4.320107, 1.686651], [0.666568, 3.271339, 1.083102], [-0.626792, -2.686461, 0.395643], [-0.585655, -2.154082, -0.887288], [-0.367677, -1.795804, 1.445898], [-0.222567, -0.806840, -1.136134], [0.052215, -0.431488, 1.206613], [0.088941, 0.073652, -0.135980], [0.164705, 0.430275, 2.292949], [0.520240, 1.522169, -0.489630], [0.988598, 2.062279, 0.726416], [0.328837, 0.729475, 3.387528], [1.594296, 1.476554, -1.399068], [0.198825, 5.125895, 2.318480], [-0.950146, -3.625563, 0.758826], [-0.961886, -2.873000, -1.591095], [-0.471883, -1.958026, 2.560043], [-0.300333, -0.621815, -2.238416], [-0.483636, 1.934606, -0.847214], [2.428361, 1.795962, -1.133678]],
  "atomic_forces_ev_per_a": [[0.95, -3.27, -1.93], [-1.13, 3.23, 2.47], [0.47, 2.52, 2.04], [-0.18, -0.14, 1.26], [0.69, 1.83, 1.29], [-1.01, -2.37, -2.04], [-1.58, -1.59, -2.32], [0.87, -0.24, 0.29], [2.26, 2.04, -0.17], [-0.06, -0.74, 1.77], [-0.65, -1.31, 1.04], [-0.74, -0.19, -0.55], [-2.69, -1.24, -2.64], [-0.20, 0.95, 0.32], [-0.30, -1.14, -0.65], [0.25, 0.38, -1.07], [0.00, -0.71, -1.54], [0.48, 0.81, 1.31], [1.64, 0.34, -0.38], [0.93, 0.85, 1.51]]
}

{
  "formula": "C3H9N2",
  "method": "the ωB97M-V functional and the def2-TZVPD basis",
  "largest_force_ev_per_a": 5.72,
  "homo_ev": -14.15,
  "energy_ev": -6227.0229,
  "total_charge": 1,
  "de_lowest_kj_mol": 388.4,
  "orbital_gap_ev": 10.443,
  "lumo_ev": -3.71,
  "symbols": ["C", "N", "H", "H", "H", "H", "C", "C", "N", "H", "H", "H", "H", "H"],
  "positions_angstrom": [[-1.408767, -0.112375, 2.105941], [-1.537374, -0.965607, 1.146128], [-1.837718, -0.400899, 3.047508], [-1.524916, 1.016952, 1.934758], [-0.274293, -1.006980, -0.341839], [-2.314662, -1.508146, 1.435310], [1.828928, 1.415197, -1.142371], [1.374682, 0.189569, -0.854360], [0.055082, -0.430394, -1.208633], [1.467038, 1.981726, -2.029904], [2.494421, 1.825076, -0.529712], [1.919811, -0.538922, -0.174785], [-0.578032, 0.369431, -1.384161], [0.255343, -0.920571, -2.174904]],
  "atomic_forces_ev_per_a": [[-2.80, 1.10, -0.93], [0.85, 2.55, -0.54], [-0.10, 0.07, 0.78], [2.29, -1.30, 0.07], [-0.44, 0.78, -1.49], [0.13, -2.52, 0.53], [-4.04, -2.49, -3.20], [1.09, -0.63, 2.04], [1.79, 0.19, -2.37], [-0.14, -0.13, 1.14], [3.41, 1.40, 1.90], [-0.73, 1.41, -0.57], [-0.12, -0.88, 0.17], [-1.19, 0.43, 2.48]]
}